1.
Formula: C27H30F5N3O15
Source: the OMol25 dataset
Level of theory: ωB97M-V/def2-TZVPD

Geometry as XYZ:
```
80
Properties=species:S:1:pos:R:3:lowdin_charge:R:1
C -2.394 -0.906 -5.968 -0.03
C -3.736 -0.271 -5.695 -0.36
O -3.474 0.279 -4.411 0.13
C -2.421 -0.351 -3.793 -0.52
O -2.059 -0.301 -2.620 0.12
O -1.903 -1.190 -4.651 0.10
F -4.726 -1.120 -5.695 0.13
H -1.694 -0.209 -6.427 0.15
H -2.652 -1.795 -6.543 0.15
H -3.963 0.427 -6.500 0.17
C 3.017 -5.128 1.085 -0.09
C 1.953 -4.058 1.162 -0.31
O 1.690 -4.109 2.523 0.14
C 1.981 -5.328 2.972 -0.57
O 1.714 -5.951 4.015 0.13
O 2.531 -5.993 2.037 0.12
F 0.871 -4.439 0.421 0.07
H 3.976 -4.706 1.385 0.15
H 3.043 -5.588 0.098 0.13
H 2.250 -3.048 0.878 0.15
C -4.280 4.519 3.967 -0.03
C -5.379 3.892 3.180 -0.28
O -4.918 2.529 3.118 0.16
C -3.631 2.458 3.324 -0.62
O -2.952 1.459 3.264 0.14
O -3.224 3.630 3.654 0.10
F -5.586 4.435 1.963 0.09
H -4.350 4.487 5.054 0.15
H -4.042 5.551 3.711 0.15
H -6.348 3.906 3.680 0.17
C 3.909 2.886 0.425 -0.06
C 5.351 3.419 0.602 -0.34
O 6.077 2.374 0.147 0.14
C 5.352 1.206 0.324 -0.50
O 5.750 0.072 0.335 0.17
O 4.047 1.471 0.296 0.08
F 5.628 3.514 1.927 0.07
H 3.408 3.254 -0.471 0.12
H 3.234 3.202 1.220 0.12
H 5.607 4.402 0.208 0.17
C -1.257 0.060 0.497 -0.05
C -0.088 -0.565 1.225 -0.36
O 0.472 0.552 1.858 0.19
C 0.145 1.614 1.157 -0.55
O 0.709 2.706 1.296 0.09
O -0.787 1.346 0.268 0.08
F 0.701 -0.988 0.336 0.16
H -2.125 0.105 1.155 0.13
H -1.518 -0.362 -0.473 0.12
H -0.284 -1.350 1.956 0.16
N 0.027 4.476 -1.286 0.10
C -0.288 3.525 -2.245 0.09
C -0.305 4.256 -3.475 0.00
C 0.033 5.572 -3.226 -0.01
C 0.189 5.752 -1.817 0.08
H 0.156 4.395 -0.288 0.14
H -0.490 2.484 -2.041 0.14
H -0.462 3.886 -4.477 0.12
H 0.068 6.383 -3.938 0.12
H 0.407 6.646 -1.250 0.15
N 2.794 -3.958 -2.199 0.03
C 3.932 -3.889 -1.474 -0.17
C 4.123 -2.564 -1.164 -0.11
C 3.047 -1.803 -1.638 -0.10
C 2.248 -2.723 -2.259 -0.16
H 2.336 -4.757 -2.614 0.16
H 4.568 -4.747 -1.310 0.12
H 5.061 -2.208 -0.764 0.09
H 2.867 -0.739 -1.682 0.09
H 1.285 -2.554 -2.719 0.11
N -3.434 -2.395 2.630 -0.02
C -3.034 -3.537 1.955 -0.12
C -1.882 -3.882 2.575 -0.12
C -1.676 -2.971 3.637 -0.12
C -2.606 -1.948 3.600 -0.12
H -4.230 -1.903 2.249 0.14
H -3.526 -4.033 1.132 0.11
H -1.253 -4.668 2.184 0.09
H -0.821 -3.076 4.289 0.10
H -2.761 -1.021 4.132 0.10
```

Output
⟨S²⟩ ... 0.76
Electronic energy ... -2838.734014 hartree
Net charge ... +1
Spin multiplicity ... 2
Lowest unoccupied orbital energy (alpha / beta) ... -0.1272 / -0.2704 Ha
Kohn-Sham gap (alpha / beta) ... 6.3096 / 2.4122 eV

=====

2.
Formula: C27H30F9O6Yb
Source: the OMol25 dataset
Level of theory: ωB97M-V/def2-TZVPD

Geometry as XYZ:
```
73
Properties=species:S:1:pos:R:3:lowdin_charge:R:1
C 3.864 1.454 -0.452 -0.24
C 2.705 1.107 0.496 -0.08
C 3.668 0.674 -1.760 -0.06
C 2.580 -0.408 -1.504 -0.19
H 4.622 0.220 -2.047 0.12
H 3.376 1.372 -2.546 0.12
C 2.284 -0.294 0.089 -0.17
H 1.878 1.824 0.376 0.12
H 3.054 1.176 1.538 0.13
C 1.022 -0.814 0.845 -0.34
H 3.059 -0.938 0.527 0.13
H 3.057 -1.400 -1.620 0.13
C 1.572 -0.272 -2.610 -0.27
C 3.967 2.960 -0.660 -0.41
C 5.253 1.130 0.111 -0.44
O 6.199 0.777 -0.573 0.09
O 3.001 3.675 -0.885 0.12
O 5.225 3.414 -0.566 -0.04
O 5.357 1.295 1.436 -0.02
C 6.713 1.193 1.877 -0.05
H 6.681 1.451 2.935 0.09
H 7.332 1.896 1.313 0.09
H 7.086 0.177 1.727 0.10
C 5.354 4.824 -0.693 -0.04
H 4.925 5.178 -1.639 0.10
H 6.428 5.011 -0.661 0.09
H 4.852 5.331 0.142 0.10
O -0.241 -0.799 0.410 -0.37
H 0.965 -0.342 1.843 0.12
H 1.208 -1.873 1.050 0.07
C 0.866 -1.488 -3.000 -0.08
C 0.897 1.039 -2.676 -0.06
H 1.120 1.641 -3.558 0.07
H 1.139 1.696 -1.830 0.06
H -0.196 0.937 -2.644 0.08
H -0.216 -1.370 -3.040 0.07
H 1.004 -2.297 -2.282 0.08
H 1.150 -1.908 -3.961 0.06
Yb -2.183 -0.711 0.342 1.18
C -2.310 -3.306 1.081 -0.25
C -0.926 -3.593 1.139 -0.18
C -0.406 -2.925 2.284 -0.24
H -0.366 -4.216 0.442 0.07
C -1.447 -2.181 2.893 -0.19
C -2.636 -2.457 2.173 -0.28
H -3.628 -2.091 2.441 0.06
H -3.003 -3.705 0.333 0.07
H 0.630 -2.971 2.634 0.07
H -1.354 -1.532 3.765 0.07
C -2.377 1.803 -0.737 -0.21
C -3.439 1.412 0.119 -0.27
C -2.948 1.334 1.458 -0.25
H -4.447 1.177 -0.213 0.06
C -1.564 1.659 1.411 -0.22
C -1.223 1.983 0.070 -0.20
H -0.264 2.376 -0.267 0.06
H -2.461 1.982 -1.814 0.07
H -3.508 1.001 2.337 0.09
H -0.880 1.682 2.265 0.08
F -5.465 -1.033 2.389 0.12
C -6.140 -0.857 1.215 -0.48
F -7.407 -1.275 1.403 0.13
F -6.172 0.488 1.017 0.13
C -5.446 -1.622 0.028 -0.33
O -4.147 -1.365 0.001 -0.23
C -5.659 -3.168 0.221 -0.49
F -6.966 -3.491 0.113 0.12
F -4.960 -3.882 -0.703 0.13
F -5.222 -3.575 1.449 0.14
C -6.002 -1.161 -1.374 -0.49
F -7.327 -1.415 -1.473 0.13
F -5.812 0.176 -1.574 0.12
F -5.346 -1.792 -2.378 0.14
```

Output
⟨S²⟩ ... 0.75
Electronic energy ... -3555.733063 hartree
Net charge ... -2
Spin multiplicity ... 2
Lowest unoccupied orbital energy (alpha / beta) ... 0.1376 / 0.1375 Ha
Kohn-Sham gap (alpha / beta) ... 2.6624 / 2.6521 eV

=====

3.
Formula: C27H30N2OTa
Source: the OMol25 dataset
Level of theory: ωB97M-V/def2-TZVPD

Geometry as XYZ:
```
61
Properties=species:S:1:pos:R:3:lowdin_charge:R:1
Ta 0.069 -0.553 0.954 1.75
O 0.077 -0.596 3.039 -0.19
C -0.859 -1.661 3.571 -0.11
C -0.224 -3.026 3.439 -0.13
C 0.302 -3.376 2.033 -0.13
C -0.714 -3.414 0.913 -0.24
C -1.361 -4.574 0.545 0.04
C -2.266 -4.553 -0.510 0.05
C -2.514 -3.361 -1.183 0.02
C -1.861 -2.225 -0.775 -0.07
N -0.974 -2.248 0.257 -0.08
H 0.680 -0.252 3.719 0.17
H -1.766 -1.546 2.968 0.13
H -1.105 -1.367 4.588 0.15
H -0.979 -3.754 3.746 0.15
H 0.596 -3.117 4.153 0.14
H 0.788 -4.350 2.079 0.15
H 1.140 -2.708 1.760 0.09
H -1.139 -5.495 1.067 0.15
H -2.770 -5.464 -0.809 0.15
H -3.203 -3.314 -2.015 0.14
H -2.021 -1.268 -1.253 0.11
N -0.823 0.820 0.240 -0.12
C -1.411 1.930 -0.266 -0.18
C -2.751 1.795 -0.780 -0.18
C -3.649 0.865 -0.220 -0.04
C -4.932 0.762 -0.704 -0.03
C -5.334 1.561 -1.777 0.00
C -4.453 2.460 -2.363 -0.01
C -3.170 2.589 -1.865 0.01
C -0.686 3.164 -0.247 -0.16
C -1.389 4.388 -0.187 0.01
C -0.698 5.581 -0.153 -0.01
C 0.692 5.574 -0.193 0.01
C 1.403 4.372 -0.249 -0.03
C 0.725 3.176 -0.258 -0.01
H -3.350 0.284 0.645 0.10
H -5.638 0.081 -0.249 0.12
H -6.346 1.481 -2.153 0.13
H -4.767 3.057 -3.208 0.13
H -2.469 3.258 -2.346 0.13
H -2.467 4.388 -0.108 0.13
H -1.235 6.517 -0.084 0.13
H 1.231 6.512 -0.177 0.13
H 2.483 4.390 -0.293 0.12
H 1.272 2.245 -0.339 0.09
C 5.270 0.128 0.070 -0.01
C 4.340 -0.603 -0.926 -0.60
C 4.785 -2.070 -1.104 -0.01
C 4.319 0.130 -2.284 -0.01
C 3.006 -0.591 -0.374 -0.02
C 1.864 -0.585 0.093 -0.16
H 6.271 0.137 -0.362 0.11
H 5.314 -0.387 1.028 0.10
H 4.957 1.160 0.226 0.09
H 5.787 -2.064 -1.532 0.11
H 4.127 -2.605 -1.788 0.10
H 4.822 -2.594 -0.150 0.09
H 5.333 0.117 -2.684 0.11
H 4.008 1.168 -2.172 0.09
H 3.663 -0.369 -2.995 0.10
```

Output
Electronic energy ... -1287.617213 hartree
Net charge ... +3
Relative energy (zero: lowest compared OMol25 entry of this formula, charge and spin) ... 0.0000 eV
Lowest unoccupied orbital energy ... -0.3962 Ha
Kohn-Sham gap ... 6.5454 eV

=====

4.
Formula: C27H30N4O2
Source: the OMol25 dataset
Level of theory: ωB97M-V/def2-TZVPD

Geometry as XYZ:
```
63
Properties=species:S:1:pos:R:3:lowdin_charge:R:1
C -3.652 1.607 0.222 -0.02
N -2.961 0.423 0.678 -0.10
C -2.976 0.225 2.114 -0.10
C -1.997 1.099 2.852 -0.18
C -0.925 1.716 2.222 -0.02
C -0.053 2.490 2.968 -0.06
C -0.278 2.606 4.330 -0.16
N -1.290 2.017 4.945 0.06
C -2.123 1.292 4.225 -0.11
C -2.417 -0.546 -0.090 -0.45
O -1.954 -1.563 0.403 0.04
C -2.378 -0.328 -1.590 -0.02
C -1.325 0.735 -2.027 -0.19
C -1.918 1.362 -3.286 -0.47
O -2.725 2.270 -3.216 0.06
N -1.567 0.782 -4.444 0.09
C -0.541 -0.231 -4.506 -0.15
C 0.545 0.137 -3.504 -0.16
N -0.010 0.146 -2.170 -0.11
C 0.949 0.456 -1.128 -0.12
C 1.092 -0.727 -0.146 -0.21
C 1.616 -0.308 1.202 -0.20
C 1.092 -0.917 2.337 -0.02
C 1.531 -0.563 3.600 -0.07
C 2.505 0.409 3.748 -0.10
C 3.033 1.023 2.626 -0.09
C 2.590 0.670 1.362 -0.06
C 1.928 -1.806 -0.793 -0.18
C 1.293 -2.870 -1.421 -0.03
C 2.027 -3.842 -2.078 -0.08
C 3.409 -3.764 -2.113 -0.10
C 4.050 -2.712 -1.482 -0.08
C 3.315 -1.738 -0.829 -0.03
H -4.728 1.500 0.393 0.10
H -3.302 2.469 0.794 0.10
H -3.487 1.806 -0.833 0.07
H -2.714 -0.824 2.292 0.13
H -3.989 0.400 2.494 0.13
H -0.773 1.586 1.161 0.10
H 0.785 2.984 2.502 0.10
H 0.376 3.193 4.960 0.10
H -2.937 0.834 4.773 0.11
H -3.368 -0.043 -1.949 0.13
H -2.104 -1.282 -2.041 0.12
H -1.299 1.533 -1.273 0.14
H -1.981 1.141 -5.292 0.15
H -0.131 -0.270 -5.516 0.13
H -0.953 -1.216 -4.256 0.12
H 1.346 -0.605 -3.532 0.13
H 0.965 1.120 -3.790 0.13
H 0.642 1.351 -0.571 0.12
H 1.919 0.672 -1.586 0.13
H 0.095 -1.145 0.007 0.11
H 0.325 -1.668 2.222 0.12
H 1.107 -1.040 4.471 0.11
H 2.847 0.690 4.733 0.10
H 3.792 1.785 2.734 0.10
H 3.005 1.173 0.501 0.11
H 0.216 -2.936 -1.384 0.11
H 1.520 -4.665 -2.562 0.10
H 3.984 -4.522 -2.625 0.10
H 5.129 -2.649 -1.499 0.10
H 3.827 -0.927 -0.334 0.11
```

Output
Electronic energy ... -1416.408367 hartree
Relative energy (zero: lowest compared OMol25 entry of this formula, charge and spin) ... 0.4141 eV
Lowest unoccupied orbital energy ... 0.0239 Ha
Kohn-Sham gap ... 9.2491 eV